# 1
The following is a DFT calculation (ωB97M-V/def2-TZVPD) of a 4-piece molecular cluster, C22H44FN2O8 overall in a non-equilibrium geometry.

The maximum force is 0.170 hartree/bohr. The total charge is +1. The HOMO energy comes out at -0.3968 Eh.

```
77
Properties=species:S:1:pos:R:3:forces:R:3
C -3.415774 1.879989 1.014799 0.22 -0.49 1.04
C -2.016821 1.284844 0.317981 -1.71 -1.37 -5.44
O -2.122313 0.933452 -0.993650 1.64 2.10 8.31
O -0.790695 1.133944 1.117238 -2.37 1.47 -2.89
C 0.392507 1.687470 0.440677 1.38 0.34 -0.12
C 1.546602 0.481673 0.337050 -1.67 0.25 -0.53
C 0.788793 -0.745728 -0.509586 -0.21 -0.92 -2.16
C 1.004985 -0.659317 -2.166959 -3.61 -4.50 1.60
C 0.202746 -1.869636 -2.999142 0.09 1.10 4.83
C -0.666247 -2.942794 -2.054476 3.10 4.28 0.03
N -0.633288 -2.725521 -0.562999 -0.14 -0.66 -3.43
C -1.464163 -3.759423 0.235132 -0.31 -1.38 2.10
C -1.236657 -5.301533 -0.272388 -1.16 -0.01 -0.64
F -1.013362 -3.703104 1.671326 -1.17 0.20 -3.91
N -0.027723 -1.772986 0.196336 2.30 2.43 -4.38
H -4.172686 0.997365 1.274752 1.94 1.64 -0.74
H -3.194776 2.414803 2.044717 -0.31 -1.00 -2.32
H -4.007869 2.594379 0.288389 1.72 -1.49 1.30
H 0.785264 2.581035 1.116840 -0.69 -2.06 -1.35
H 0.176354 2.139114 -0.628136 0.15 -1.22 2.16
H 2.436103 0.949490 -0.298935 -1.86 -1.47 1.42
H 1.860261 0.164961 1.419040 -0.59 0.41 -2.28
H 1.625789 0.182032 -2.692380 -1.12 -1.75 1.14
H 0.216859 -1.941523 -4.180459 -0.09 0.03 2.85
H -1.253375 -3.787962 -2.619104 1.16 1.70 1.90
H -2.615478 -3.447227 0.209349 2.75 -0.51 0.19
H -0.158690 -5.541434 -0.661754 -2.00 0.58 1.19
H -1.602035 -6.050606 0.582422 1.09 1.90 -1.83
H -1.982659 -5.491659 -1.184750 1.55 0.47 1.96
C -7.101668 5.814145 3.935780 -0.06 0.24 0.07
O -6.081264 6.773246 4.193625 0.22 -0.55 -0.14
C -4.815658 6.158624 4.458081 -0.06 0.64 -0.29
C -3.894517 6.238379 3.236517 -0.20 -0.57 0.26
O -4.385798 5.428889 2.163783 -0.10 0.38 0.04
C -5.025005 6.203872 1.154798 0.01 -0.22 -0.04
H -7.976411 6.340888 3.544307 0.18 0.02 0.11
H -6.784516 5.071435 3.198630 0.03 0.01 0.04
H -7.382547 5.313858 4.868471 -0.03 -0.09 -0.07
H -4.944986 5.120666 4.787288 0.02 0.06 -0.14
H -4.357332 6.717292 5.281225 0.02 -0.05 -0.05
H -2.912393 5.838706 3.511936 -0.02 0.05 0.03
H -3.756682 7.276772 2.914376 -0.13 -0.08 0.05
H -4.273776 6.754627 0.581480 -0.07 0.11 -0.04
H -5.753225 6.900945 1.577476 0.07 -0.02 0.01
H -5.549663 5.520895 0.479309 0.13 0.03 0.14
C 1.435675 -5.752221 1.880262 -0.11 -0.21 0.03
O 1.436705 -6.833869 0.954183 0.33 0.31 0.05
C 2.658179 -6.908675 0.211308 -0.21 -0.62 0.13
C 3.567719 -8.017549 0.750024 0.32 0.60 0.15
O 4.049626 -7.701430 2.059690 -0.52 -0.17 -0.26
C 3.353034 -8.415526 3.075593 0.20 0.11 0.13
H 0.578327 -5.873443 2.548204 0.08 -0.02 -0.18
H 2.346922 -5.733427 2.484305 -0.02 -0.01 -0.09
H 1.328719 -4.804870 1.341579 0.08 0.10 0.11
H 3.175017 -5.941551 0.208108 0.01 -0.11 0.12
H 2.386743 -7.147719 -0.822576 0.06 -0.03 0.00
H 4.445450 -8.097406 0.099355 -0.08 0.00 -0.01
H 3.054647 -8.985918 0.742893 -0.06 0.15 0.02
H 3.658758 -9.465654 3.063956 -0.11 -0.04 0.05
H 2.269197 -8.343591 2.953145 0.03 -0.03 -0.04
H 3.622469 -7.983083 4.044307 0.05 -0.04 -0.23
C 3.831402 2.573749 -2.194631 0.23 -0.18 -0.11
O 3.500081 1.843735 -3.371444 -0.26 0.23 0.27
C 2.595042 2.562051 -4.216655 0.39 -0.20 -0.43
C 3.327425 3.188538 -5.407542 -0.18 0.57 0.37
O 4.209319 4.232039 -4.982389 -0.09 -0.65 0.04
C 5.569184 3.810727 -4.960180 0.05 0.26 0.03
H 4.669496 2.071142 -1.703845 -0.12 -0.02 -0.13
H 4.127999 3.600989 -2.423542 -0.09 -0.07 0.01
H 2.976661 2.578762 -1.510170 -0.03 0.22 0.06
H 2.046097 3.321697 -3.647392 0.14 0.01 -0.07
H 1.868073 1.834773 -4.593908 -0.03 0.04 -0.08
H 2.587143 3.648993 -6.070961 0.01 -0.08 0.04
H 3.867048 2.427532 -5.982614 -0.03 0.00 0.15
H 5.943816 3.719608 -5.983763 0.08 -0.08 0.04
H 5.692071 2.860257 -4.434464 -0.02 -0.01 -0.05
H 6.155742 4.574006 -4.439251 -0.20 -0.06 -0.13
```
Positions in Å, forces in eV/Å.

These are the Mulliken partial charges, in e, on atoms 1 to 2: atom 1 (C): -0.827, atom 2 (C): 0.646

---

# 2
The following is a DFT calculation (ωB97M-V/def2-TZVPD) of C22H44N6O3S3SiY as an isolated structure in a non-equilibrium geometry.

The maximum force is 0.031 hartree/bohr. The total charge is +3. The HOMO energy comes out at -0.5784 Eh.

```
80
Properties=species:S:1:pos:R:3:forces:R:3
Y -0.028008 0.081039 -0.552028 -0.86 -0.10 0.79
C -0.532011 -3.907943 -1.662812 -0.10 0.15 0.16
C -1.736292 -3.108320 -1.174372 -0.14 -0.23 -0.75
C -2.832368 -4.045418 -0.679849 0.12 0.37 -0.02
C -2.255988 -2.213422 -2.304383 0.13 -0.16 0.56
O -1.306223 -2.177804 -0.133713 0.25 0.50 -0.40
Si -0.904832 -2.648625 1.445114 0.47 1.50 0.19
S -0.009602 -0.680589 1.893492 0.21 -0.08 -0.20
O 0.180981 -3.790913 1.350300 0.03 -0.03 -0.19
C 0.547623 -4.983413 2.111140 0.19 -0.46 0.16
C 0.804822 -4.593585 3.557859 -0.02 0.10 -0.31
C -0.595173 -5.983626 2.013379 0.17 0.21 -0.04
C 1.809582 -5.523580 1.448965 -0.24 0.19 0.08
O -2.136219 -2.946936 2.397286 0.12 -0.32 -0.19
C -3.212276 -2.320359 3.118001 -0.27 0.06 0.28
C -2.734059 -2.066818 4.545381 -0.03 -0.12 -0.33
C -3.581811 -1.000900 2.440616 0.06 -0.27 0.08
C -4.373240 -3.308974 3.079231 0.28 0.18 0.00
H -0.794347 -4.477413 -2.549846 -0.02 -0.03 -0.12
H -0.204106 -4.597068 -0.892059 0.12 -0.05 -0.01
H 0.304099 -3.244388 -1.912979 -0.01 -0.04 -0.01
H -3.080532 -4.742660 -1.476542 -0.03 -0.07 -0.02
H -3.733829 -3.502372 -0.404583 -0.08 0.08 0.04
H -2.498793 -4.618707 0.178313 0.07 -0.15 0.14
H -2.724024 -2.815403 -3.079207 0.06 0.07 -0.17
H -1.400219 -1.680875 -2.743308 0.02 0.03 -0.16
H -2.997187 -1.509545 -1.914389 -0.06 0.01 -0.02
H -0.104935 -4.214208 4.015465 -0.14 0.03 0.13
H 1.577550 -3.831272 3.619753 0.11 0.06 0.01
H 1.135574 -5.465816 4.111320 0.03 -0.09 0.13
H -1.498313 -5.570885 2.453777 -0.16 0.01 0.08
H -0.330354 -6.887005 2.551968 0.00 -0.15 0.08
H -0.788093 -6.255818 0.978358 -0.01 -0.05 -0.13
H 2.611850 -4.790819 1.491910 0.07 0.06 0.03
H 1.625180 -5.780696 0.408262 -0.04 -0.03 -0.09
H 2.132813 -6.419959 1.967658 0.07 -0.13 0.06
H -1.833320 -1.457642 4.540674 0.11 0.11 0.00
H -2.513147 -3.003310 5.047402 0.02 -0.13 0.05
H -3.503832 -1.552248 5.110211 -0.14 0.07 0.12
H -2.738549 -0.315529 2.512603 0.08 0.15 0.02
H -4.445726 -0.577168 2.942038 -0.15 0.12 0.04
H -3.827420 -1.176061 1.394504 -0.09 -0.01 -0.19
H -4.058292 -4.264473 3.488452 0.03 -0.08 0.08
H -4.708175 -3.471010 2.058659 -0.06 0.00 -0.15
H -5.206999 -2.940943 3.666909 -0.14 0.06 0.10
N 2.451101 1.718724 1.897206 0.05 -0.04 0.05
C 2.318325 2.337483 0.723266 0.31 0.41 0.36
N 1.527273 1.932822 -0.261424 -0.71 -0.95 -0.16
C 1.572795 2.821009 -1.335045 0.68 0.97 0.17
C 2.387000 3.893660 -1.137938 -0.49 -0.61 -0.07
S 3.153576 3.832927 0.399280 -0.26 -0.54 0.06
C 0.805928 2.567624 -2.544903 0.12 0.58 -1.01
C 0.956500 3.259197 -3.707242 -0.08 -0.39 0.54
S -0.117155 2.698486 -4.924595 -0.13 -0.31 0.49
C -0.745233 1.547231 -3.786073 -0.01 0.39 -0.30
N -0.172368 1.570814 -2.591628 -0.03 -0.58 0.55
N -1.796870 0.782410 -4.118263 -0.07 -0.15 -0.13
H 2.013286 0.822182 2.080012 0.05 0.07 -0.06
H 3.127850 2.060079 2.561593 -0.02 -0.10 0.03
H 2.582811 4.709017 -1.803662 0.04 0.18 -0.17
H 1.647362 4.049697 -3.919676 0.18 0.14 -0.06
H -2.069620 0.740237 -5.089266 -0.11 -0.10 0.11
H -2.122417 0.044349 -3.514413 0.05 0.06 -0.14
N -3.276818 4.221921 1.483277 -0.27 0.48 0.27
C -3.790536 3.607889 0.230146 -0.01 -0.31 -0.88
C -2.661779 2.851877 -0.484935 -0.18 0.03 -0.02
N -2.046624 1.825811 0.369827 0.26 -0.56 -0.10
C -1.545223 2.467809 1.599451 -0.13 -0.07 0.29
C -2.657976 3.190828 2.362755 0.67 -0.52 0.37
H -4.043648 4.699441 1.980439 0.24 -0.07 -0.14
H -2.578746 4.942909 1.256619 -0.19 -0.08 0.08
H -4.190180 4.386466 -0.423381 0.01 0.00 0.18
H -4.601984 2.923936 0.491375 0.05 0.14 0.12
H -1.876208 3.548307 -0.793853 -0.04 -0.05 -0.07
H -3.071631 2.384777 -1.383381 0.02 0.14 0.05
H -2.776879 1.156913 0.645192 0.29 0.04 -0.04
H -0.758900 3.176160 1.317955 0.01 -0.05 0.01
H -1.095292 1.701930 2.243550 -0.15 0.24 -0.07
H -2.248672 3.665734 3.257435 -0.16 0.07 -0.12
H -3.436232 2.485877 2.667624 -0.03 0.16 -0.06
```
Positions in Å, forces in eV/Å.

These are the Mulliken partial charges, in e, on atoms 1 to 2: atom 1 (Y): 0.949, atom 2 (C): -1.287

---

# 3
The following is a DFT calculation (ωB97M-V/def2-TZVPD) of a 11-piece molecular cluster, C22H44O44S11 overall in a non-equilibrium geometry.

For the relative energy (zero: lowest compared OMol25 entry of this formula, charge and spin), the calculation gives 2.4620 eV. The maximum force is 0.075 hartree/bohr. The total charge is 0. The HOMO energy comes out at -0.3770 Eh.

```
121
Properties=species:S:1:pos:R:3:forces:R:3
C -0.219254 3.252293 3.250447 -0.09 0.63 -0.82
C 0.048175 4.035219 1.953194 0.20 -0.76 0.05
O -0.910661 5.081838 1.980283 -0.24 0.87 0.68
S -1.056432 5.634947 3.503808 -0.32 0.11 0.18
O -2.439509 5.890920 3.795727 1.15 -0.68 -0.50
O -0.120486 6.676942 3.791352 -0.15 -0.55 -0.41
O -0.520412 4.285667 4.193508 -0.05 0.91 0.38
H 0.709136 2.761845 3.527281 -0.33 -0.30 0.43
H -1.127715 2.651089 3.243982 0.40 -0.56 -0.41
H -0.071741 3.470828 1.030586 -0.43 -0.07 0.17
H 1.082837 4.388799 1.931467 -0.13 0.44 0.27
C -2.635389 -3.618011 2.162533 -0.32 1.52 -0.85
C -2.179633 -3.761016 0.695641 0.32 0.15 -0.52
O -0.796633 -4.175339 0.745906 1.37 0.03 1.10
S -0.214299 -4.322595 2.246807 -1.82 0.07 -0.22
O 0.495078 -3.158735 2.703909 -0.77 -0.66 -0.72
O 0.342120 -5.612876 2.421919 0.28 0.21 -0.06
O -1.710830 -4.375610 2.900627 0.90 -0.39 0.68
H -3.675965 -3.872638 2.357889 0.24 -0.90 -0.07
H -2.626718 -2.563199 2.464599 0.54 0.00 0.00
H -2.144261 -2.830351 0.130056 -0.54 0.09 0.22
H -2.663930 -4.522102 0.085389 -0.29 -0.02 0.35
C -2.528384 3.230709 -8.391413 -0.95 -1.07 0.97
C -2.370025 1.661224 -8.405289 -0.14 0.04 -0.38
O -2.257140 1.229987 -7.035650 -0.76 0.09 1.03
S -2.936763 2.361801 -6.070658 0.89 0.57 -0.46
O -2.326430 2.374188 -4.768149 -0.21 -0.24 -1.85
O -4.365480 2.395186 -6.163797 0.97 -0.33 -0.42
O -2.267934 3.493002 -7.032765 0.24 1.10 2.44
H -3.550886 3.610551 -8.487935 0.13 -0.40 -1.06
H -1.794307 3.763188 -8.988315 -0.10 -0.07 -0.02
H -1.435268 1.384819 -8.887697 -0.05 -0.12 0.02
H -3.203673 1.102483 -8.825240 -0.02 0.31 -0.31
C -1.374114 -2.757263 5.838918 -1.88 0.36 0.82
C -2.906560 -2.840370 5.626086 -0.03 -1.36 0.81
O -3.395679 -1.541874 5.229876 0.90 0.61 -0.01
S -2.105692 -0.495275 5.090569 -0.25 -1.21 -0.22
O -1.882157 0.216605 6.307699 -0.32 -0.78 -0.63
O -2.113488 0.200156 3.841793 -0.32 -0.60 0.67
O -1.124583 -1.749374 4.903281 1.97 1.56 -0.75
H -0.879749 -3.684858 5.569026 0.12 0.17 -0.18
H -1.132713 -2.445024 6.858169 0.28 0.03 -0.14
H -3.464799 -3.202946 6.488759 0.07 0.47 0.24
H -3.028345 -3.641398 4.893873 -0.50 0.71 -0.67
C 4.269998 -4.553786 2.785313 0.17 -0.23 -0.20
C 5.610765 -4.019763 2.268545 0.85 0.41 0.27
O 5.295981 -2.812882 1.567796 -0.42 0.86 -1.82
S 3.832067 -2.970258 0.872661 0.08 -2.65 2.49
O 3.861757 -3.982548 -0.136212 0.23 0.92 0.26
O 3.131691 -1.753661 0.740394 0.51 0.49 -0.23
O 3.288159 -3.657538 2.267716 -0.39 0.22 -0.79
H 4.209991 -4.566337 3.870215 -0.18 0.18 -0.01
H 4.123414 -5.562977 2.404145 -0.27 0.01 0.01
H 6.144132 -4.746087 1.655591 -0.25 0.15 -0.35
H 6.327243 -3.655541 3.003981 -0.27 -0.31 0.38
C 6.174396 1.014093 0.359418 -0.29 -0.54 -1.42
C 6.603649 1.258402 1.765849 0.38 1.15 2.14
O 5.404483 1.601126 2.509460 -1.38 -0.44 -0.32
S 4.316293 2.275839 1.501391 2.32 1.39 -0.77
O 4.710227 3.655990 1.308005 -0.52 -1.66 0.15
O 2.964313 1.992489 1.831172 0.52 -0.55 0.02
O 4.810957 1.399175 0.212224 -1.47 1.08 1.24
H 6.108381 -0.049072 0.119625 0.69 0.08 -0.07
H 6.745984 1.591524 -0.368101 0.19 -0.30 0.06
H 7.264696 2.099788 1.987461 0.06 0.17 -0.93
H 7.119011 0.437293 2.263968 -0.60 -0.40 -0.13
C -1.212246 -1.775605 -3.313552 1.08 0.31 0.67
C -1.168242 -1.251167 -4.711819 -0.86 0.68 -0.31
O -2.253510 -1.929063 -5.366991 -1.02 -0.30 0.64
S -3.500803 -2.123038 -4.314608 1.10 -1.12 -1.77
O -3.914278 -3.496733 -4.476481 0.50 1.42 0.90
O -4.472104 -1.098188 -4.518464 0.44 -0.04 0.69
O -2.606109 -1.832168 -2.986004 -1.17 -0.63 -0.74
H -0.791771 -1.061528 -2.614085 0.08 0.00 -0.11
H -0.674897 -2.715235 -3.172094 -0.52 -0.31 -0.08
H -0.266757 -1.424863 -5.286884 0.04 -0.09 0.16
H -1.436430 -0.190812 -4.670803 0.36 0.09 -0.20
C -0.394279 -0.700026 0.568762 -0.67 0.32 1.20
C 0.527607 0.503849 0.382207 0.12 -0.79 0.06
O -0.274073 1.489682 -0.238170 -1.45 0.62 -0.76
S -1.756375 0.949454 -0.672291 0.46 0.92 0.11
O -1.968369 1.253262 -2.058080 0.26 -0.59 1.15
O -2.714122 1.351312 0.316096 0.80 -0.54 -0.75
O -1.354084 -0.589410 -0.504522 -0.08 -0.17 -0.41
H -0.995582 -0.629972 1.481340 0.26 0.27 0.20
H 0.085945 -1.672857 0.623873 0.12 0.05 -0.76
H 1.337773 0.257946 -0.307754 0.15 0.06 0.26
H 0.880637 0.913716 1.326234 0.20 -0.21 -0.07
C -6.503307 1.914348 -3.374532 -1.23 -1.10 0.88
C -5.109708 1.671740 -2.756925 -0.12 -0.35 -0.48
O -4.756464 2.888688 -2.126979 0.21 1.67 0.29
S -5.563710 4.148781 -2.746520 -0.17 -1.84 -0.89
O -4.879275 4.489232 -3.977334 -1.27 -0.06 1.38
O -5.920940 5.115463 -1.765115 0.52 -0.49 -0.52
O -6.924577 3.218906 -2.989736 1.46 1.52 -0.40
H -7.205787 1.249470 -2.864358 -0.04 0.04 -0.02
H -6.677916 1.715960 -4.430275 0.78 0.39 -0.18
H -4.398155 1.335038 -3.509419 0.18 0.39 0.11
H -5.114234 0.950969 -1.940513 -0.22 -0.13 -0.17
C 2.542017 -1.568289 4.849517 0.21 -0.11 -1.48
C 2.872970 -0.557218 3.747041 -1.35 -0.91 0.67
O 3.144787 0.604427 4.504992 -0.15 1.02 0.24
S 2.232229 0.721189 5.837496 1.04 -0.63 -0.70
O 1.167060 1.648903 5.652043 0.21 -0.83 0.10
O 3.164331 0.889450 6.907834 -0.84 -0.34 -0.27
O 1.677104 -0.830557 5.701909 0.54 1.53 1.16
H 3.511836 -1.898662 5.230005 -0.45 -0.18 0.97
H 1.897398 -2.352061 4.460048 0.43 -0.34 0.05
H 1.923763 -0.496748 3.204763 0.41 0.61 -0.60
H 3.732816 -0.810717 3.138433 -0.06 0.14 -0.07
C 2.060268 1.113163 -4.535285 -0.45 0.33 0.36
C 2.318467 1.682578 -3.159135 1.58 0.92 -0.68
O 3.142439 0.672443 -2.540622 0.34 -1.54 0.37
S 2.840981 -0.831902 -3.145680 -1.97 3.14 -1.13
O 2.104122 -1.591920 -2.178692 1.22 0.00 -0.85
O 3.941883 -1.258229 -3.959248 -0.68 -0.19 1.41
O 1.694308 -0.194678 -4.164075 0.03 -2.42 0.09
H 2.925012 1.068008 -5.202124 0.13 0.29 0.24
H 1.229693 1.603191 -5.042705 -0.10 -0.22 0.07
H 1.446280 1.927513 -2.557139 -0.18 -0.34 -0.10
H 2.969480 2.554270 -3.252253 -0.14 0.08 0.31
```
Positions in Å, forces in eV/Å.

These are the Mulliken partial charges, in e, on atoms 1 to 2: atom 1 (C): 0.244, atom 2 (C): 0.171